# 1
ORCA calculation (ωB97M-V/def2-TZVPD) on a single C12H12ClNO molecule at a distorted geometry.

Structure (XYZ):
```
27
Properties=species:S:1:pos:R:3:nbo_charge:R:1
C 1.1105 3.7154 1.6418 -0.56
C 0.1597 2.4798 1.4064 -0.45
C -1.1595 2.7964 1.7810 0.28
N -2.2854 2.9948 1.9282 -0.31
C 0.3183 1.8397 0.0230 0.63
O 1.3542 2.0464 -0.5700 -0.51
C -0.9021 1.1544 -0.5225 -0.56
C -0.4336 -0.0066 -1.4072 -0.02
Cl -0.3261 0.4408 -3.0556 0.01
C -0.1837 -1.2790 -0.9820 -0.05
C -0.3711 -1.7309 0.3799 -0.23
C -0.2239 -3.0399 0.6952 -0.17
C 0.0981 -4.0621 -0.2163 -0.27
C 0.4611 -3.6667 -1.4691 -0.09
C 0.2631 -2.3098 -2.0203 -0.50
H 0.5801 4.2583 2.3988 0.21
H 1.0477 4.4564 0.7181 0.23
H 2.0150 3.4753 2.0519 0.22
H 0.4754 1.6892 2.2120 0.27
H -1.5243 0.7805 0.3053 0.25
H -1.4943 1.9575 -1.0009 0.27
H -0.7981 -1.2133 1.1631 0.21
H -0.5878 -3.3536 1.7485 0.21
H 0.4014 -5.0184 0.1735 0.22
H 0.9486 -4.2713 -2.1546 0.20
H -0.1458 -2.3716 -3.0421 0.26
H 1.2025 -1.7618 -2.1862 0.26
```

Structure (SMILES): C[C@@H](C#N)C(=O)C/C(Cl)=C1\C=CC=CC1
Energy relative to the best compared isomer or geometry (same formula, charge and spin): 60.2 kcal per mole
E_LUMO (alpha / beta): 0.02 / 0.02 eV

# 2
ORCA calculation (ωB97M-V/def2-TZVPD) on 8 unconnected molecules or ions with the total composition C10H22ClN7O17 at a distorted geometry.

Structure (XYZ):
```
57
Properties=species:S:1:pos:R:3:nbo_charge:R:1
C -6.1216 -2.7868 1.0443 -0.49
N -4.9466 -2.6847 1.9455 0.55
O -4.9275 -3.3711 2.9480 -0.39
O -4.0627 -1.9214 1.6177 -0.39
H -6.8122 -3.5071 1.4662 0.23
H -6.5715 -1.8002 0.9783 0.23
H -5.7438 -3.1130 0.0828 0.27
C 1.3885 5.7664 -2.2795 -0.48
N 2.3836 4.7020 -2.5772 0.55
O 1.9734 3.5740 -2.7271 -0.35
O 3.5508 5.0395 -2.6435 -0.41
H 0.4051 5.3124 -2.2499 0.24
H 1.6562 6.1970 -1.3193 0.24
H 1.4618 6.5087 -3.0685 0.23
C 3.7732 0.6385 -2.7497 -0.49
N 3.8907 -0.1093 -1.4667 0.54
O 4.9919 -0.4157 -1.0672 -0.37
O 2.8464 -0.3376 -0.8834 -0.41
H 4.7644 0.8090 -3.1507 0.23
H 3.1755 0.0348 -3.4247 0.24
H 3.2661 1.5740 -2.5260 0.25
C -2.8285 -5.8165 -0.5548 -0.48
N -3.8392 -5.1814 -1.4447 0.55
O -4.6929 -4.4827 -0.9243 -0.42
O -3.7464 -5.3978 -2.6280 -0.35
H -3.0415 -5.5291 0.4679 0.23
H -2.9090 -6.8906 -0.6912 0.24
H -1.8527 -5.4609 -0.8714 0.24
C 5.4940 4.2103 -4.9451 -0.50
N 5.2142 2.7574 -5.1055 0.54
O 6.1556 1.9961 -5.1867 -0.38
O 4.0460 2.4288 -5.1250 -0.39
H 6.5681 4.3518 -4.9351 0.23
H 5.0329 4.7215 -5.7846 0.23
H 5.0384 4.5240 -4.0090 0.26
C -4.0084 -4.5553 5.6693 -0.48
N -4.2821 -5.3806 6.8781 0.53
O -3.3376 -5.8937 7.4419 -0.38
O -5.4422 -5.4854 7.2172 -0.38
H -2.9400 -4.5538 5.4906 0.23
H -4.5474 -5.0001 4.8404 0.24
H -4.3769 -3.5541 5.8669 0.24
C 3.3688 0.8708 3.0693 -0.49
N 3.1963 2.3495 3.0473 0.54
O 3.1548 2.9368 4.1080 -0.37
O 3.0992 2.8629 1.9531 -0.38
H 3.4361 0.5496 4.1019 0.23
H 2.5048 0.4388 2.5723 0.24
H 4.2772 0.6412 2.5206 0.24
C 1.0246 2.2516 0.1190 -0.31
C -0.0313 2.8151 0.0770 0.26
O -1.2243 3.3906 0.1287 -0.49
C -2.2080 2.6080 -0.4422 0.99
O -2.2997 2.3666 -1.5924 -0.49
O -3.1554 2.2829 0.5023 -0.53
Cl -3.1856 0.6065 0.7317 0.30
H 1.7912 1.6090 -0.2443 0.25
```

Structure (SMILES): C[N+](=O)[O-].C[N+](=O)[O-].C[N+](=O)[O-].C[N+](=O)[O-].C[N+](=O)[O-].C[N+](=O)[O-].C[N+](=O)[O-].C#COC(=O)OCl
E_LUMO: -0.64 eV

# 3
ORCA calculation (ωB97M-V/def2-TZVPD) on 5 unconnected molecules or ions with the total composition C4H19N2O5 at a distorted geometry.

Structure (XYZ):
```
30
Properties=species:S:1:pos:R:3:nbo_charge:R:1
C -0.9847 -0.5611 0.1378 -0.02
O -1.1647 0.4681 0.9980 -0.94
C 0.3379 -0.1157 -0.8916 -0.07
C 1.5830 0.3009 -0.0066 -0.44
C 2.8928 0.6978 -0.7376 -0.21
N 3.1848 -0.3030 -1.7987 -0.87
N 0.0774 1.2121 -1.5527 -0.85
H -1.8230 -0.7648 -0.7073 0.05
H -0.9619 -1.5508 0.7051 0.15
H 0.5325 -0.8965 -1.7045 0.17
H 1.1909 1.1928 0.5235 0.22
H 1.8709 -0.5921 0.6563 0.20
H 2.8166 1.8023 -1.1630 0.19
H 3.7146 0.7286 -0.0179 0.18
H 2.6237 -0.2959 -2.5947 0.36
H 3.3028 -1.2014 -1.4252 0.35
H -0.8690 1.2454 -1.9778 0.34
H -0.0799 1.7734 -0.8308 0.35
H 0.3539 0.5110 2.1842 0.51
H 0.3774 0.3946 3.7747 0.46
O 0.9717 0.7370 2.9301 -0.99
H -1.6353 -2.2039 -1.4821 0.47
H -0.8290 -2.8176 -2.5231 0.45
O -1.1016 -2.9708 -1.6740 -0.93
H -3.7336 1.5307 0.6280 0.44
H -2.3038 1.3081 0.3400 0.50
O -3.1121 1.9374 0.1707 -1.01
H -2.6192 -1.2682 2.6372 0.44
H -2.1208 0.0697 2.2647 0.51
O -2.4924 -0.3681 3.1376 -1.01
```

Energy relative to the best compared isomer or geometry (same formula, charge and spin): 59.9 kcal per mole
E_LUMO: 3.24 eV
Net charge: -1

# 4
ORCA calculation (ωB97M-V/def2-TZVPD) on 7 unconnected molecules or ions with the total composition C5H21NO8.

Structure (XYZ):
```
35
Properties=species:S:1:pos:R:3:nbo_charge:R:1
C -0.3015 -0.9210 2.5536 -0.72
C 0.1433 -0.0352 1.4416 0.73
O 1.1027 0.7557 1.5910 -0.73
N -0.5401 -0.0702 0.2873 -0.60
C -1.6436 -0.9565 -0.0304 -0.16
C -2.9949 -0.2472 0.0529 -0.63
C -1.4846 -1.4461 -1.4603 0.47
O -0.9561 -0.7785 -2.3175 -0.55
H -1.3148 -0.6656 2.8678 0.25
H 0.3432 -0.7911 3.4184 0.25
H -0.2642 -1.9661 2.2438 0.24
H -0.2978 0.6081 -0.4172 0.43
H -1.6546 -1.8240 0.6190 0.23
H -3.0690 0.2761 1.0084 0.26
H -3.1297 0.5267 -0.7024 0.22
H -3.8366 -0.9433 0.0261 0.22
H -1.9049 -2.4281 -1.7189 0.13
O 2.8100 0.7570 -0.5729 -1.01
H 2.2116 0.8076 0.2324 0.52
H 3.5714 1.2965 -0.3368 0.49
O 0.7078 2.1010 -1.9216 -1.00
H 1.5400 1.6097 -1.6875 0.51
H 0.2522 1.5874 -2.6122 0.50
O 2.9592 -1.9869 -1.0937 -0.98
H 2.8991 -1.0012 -1.0078 0.51
H 3.7589 -2.2316 -0.6128 0.48
O -2.3159 2.2818 1.7932 -1.00
H -1.5527 2.5283 1.2285 0.50
H -2.4867 3.0360 2.3653 0.47
O -0.0605 3.1191 0.5624 -0.99
H 0.1552 3.0054 -0.3876 0.51
H 0.5662 2.4916 0.9925 0.49
O 0.8290 -3.5951 -0.6296 -0.99
H 1.2194 -4.4516 -0.8283 0.46
H 1.5592 -2.9564 -0.8032 0.50
```

Structure (SMILES): CC(=O)N[C@@H](C)C=O.O.O.O.O.O.O
Energy relative to the best compared isomer or geometry (same formula, charge and spin): 0.0 kcal per mole
E_LUMO: 0.40 eV

# 5
ORCA calculation (ωB97M-V/def2-TZVPD) on 12 unconnected molecules or ions with the total composition H22NO14 at a distorted geometry.

Structure (XYZ):
```
37
Properties=species:S:1:pos:R:3:nbo_charge:R:1
N -0.0039 0.1176 0.3175 0.74
O 0.2801 0.1506 -0.8905 -0.57
O -0.7199 -0.8174 0.6785 -0.55
O 0.5861 0.8816 1.1205 -0.55
O 0.6901 3.7396 0.0945 -0.94
H 0.6971 4.4846 0.7575 0.46
H 1.0641 3.1276 0.6435 0.48
O 1.4961 -2.8724 -0.2645 -0.96
H 0.6791 -2.7694 0.1495 0.49
H 1.3131 -3.5794 -0.9845 0.49
O -1.6079 -3.9504 -0.7365 -0.99
H -1.3689 -4.1114 0.2315 0.50
H -2.0109 -3.0534 -0.8175 0.49
O 1.4561 0.8376 -3.3865 -0.94
H 1.5511 0.0436 -3.9745 0.45
H 1.2111 0.3686 -2.5695 0.48
O 3.0981 -1.2054 0.2985 -0.92
H 2.6501 -1.8664 0.2075 0.44
H 2.6681 -0.4664 -0.0795 0.46
O -1.7859 0.7616 -3.0675 -0.95
H -1.1539 0.3166 -2.3615 0.49
H -2.5779 0.7216 -2.4925 0.46
O -3.5249 -0.0544 1.3045 -1.00
H -2.7509 -0.0414 1.9905 0.51
H -3.5739 0.5996 0.6155 0.48
O -0.9639 -2.9514 1.9555 -0.96
H -1.0079 -2.0444 1.8075 0.49
H -0.0389 -3.0344 2.1965 0.46
O 2.8731 2.2626 1.5145 -1.00
H 2.2811 1.6276 1.0895 0.50
H 3.7801 2.4006 1.0635 0.48
O -1.3929 0.2086 3.6625 -0.93
H -1.5059 1.1216 3.9845 0.46
H -1.0249 0.3946 2.8635 0.47
O -0.5329 3.2926 -2.5425 -0.97
H -0.3109 3.0506 -1.6045 0.48
H -0.5159 2.3066 -2.7755 0.48
```

Energy relative to the best compared isomer or geometry (same formula, charge and spin): 86.3 kcal per mole
E_LUMO: 2.75 eV
Net charge: -1

# 6
ORCA calculation (ωB97M-V/def2-TZVPD) on 5 unconnected molecules or ions with the total composition C33H71ClN5 at a distorted geometry.

Structure (XYZ):
```
110
Properties=species:S:1:pos:R:3:lowdin_spin:R:1
C 3.9484 -3.0216 -8.0337 0.00
C 3.8663 -1.7684 -7.2234 0.00
C 2.9684 -1.9077 -5.8954 0.00
C 2.0215 -0.6297 -5.6794 0.00
N 1.5063 -0.5547 -4.2427 0.00
C 2.6619 -0.2928 -3.2912 0.01
C 2.8469 1.2669 -3.0967 0.00
C 1.6335 1.8747 -3.8900 0.00
C 0.6206 0.6687 -4.0018 0.01
C 0.7520 -1.8495 -3.7785 0.00
H 2.9502 -3.1934 -8.4365 0.00
H 4.1232 -3.8751 -7.3787 0.00
H 4.5834 -2.9437 -8.9162 0.00
H 3.4848 -1.0336 -7.9324 0.00
H 4.8440 -1.4902 -6.8299 0.00
H 3.7570 -2.1961 -5.2003 0.00
H 2.3121 -2.7767 -5.9423 0.00
H 1.1543 -0.6769 -6.3381 0.00
H 2.5172 0.3301 -5.8245 0.00
H 2.2993 -0.6967 -2.3460 0.01
H 3.5759 -0.8631 -3.4571 0.00
H 2.7483 1.3447 -2.0139 0.00
H 3.8686 1.5415 -3.3588 0.00
H 1.2279 2.6685 -3.2628 0.00
H 1.7975 2.4321 -4.8122 0.00
H 0.0029 0.6277 -3.1047 0.01
H -0.0599 0.7518 -4.8492 0.00
H 0.3561 -1.7426 -2.7686 0.00
H 1.4715 -2.6580 -3.9078 0.00
H -0.0428 -2.0553 -4.4955 0.00
C -5.0035 2.7634 7.7973 0.00
C -5.5231 2.9230 6.3624 0.00
C -4.5302 2.3303 5.3280 0.00
C -5.1132 1.3750 4.1923 0.00
N -4.0653 0.8716 3.2109 0.00
C -2.9957 -0.0156 3.8722 0.00
C -1.6720 0.8268 3.8747 0.00
C -1.8251 1.5282 2.5008 0.01
C -3.2992 1.9768 2.4069 0.00
C -4.7939 0.0055 2.1042 0.00
H -5.4374 3.4423 8.5313 0.00
H -3.9911 3.1594 7.7169 0.00
H -4.8597 1.7569 8.1903 0.00
H -5.6586 3.9470 6.0144 0.00
H -6.4915 2.4620 6.1680 0.00
H -3.6194 2.0422 5.8528 0.00
H -4.1692 3.2456 4.8588 0.00
H -5.7168 1.9897 3.5245 0.00
H -5.5357 0.4845 4.6578 0.00
H -2.8368 -0.8805 3.2282 0.00
H -3.3492 -0.3610 4.8437 0.00
H -0.8651 0.1016 3.9799 0.00
H -1.6619 1.4324 4.7810 0.00
H -1.5030 0.8606 1.7017 0.02
H -1.3509 2.4999 2.3628 0.00
H -3.6320 2.1045 1.3769 0.00
H -3.3334 2.9187 2.9545 0.00
H -5.5961 0.6430 1.7325 0.00
H -5.3103 -0.7650 2.6768 0.00
H -3.9683 -0.2099 1.4258 0.00
C 1.6437 1.5838 3.9389 0.00
C 2.6116 0.5901 4.5266 0.00
C 3.3126 -0.3298 3.5382 0.00
C 4.0136 0.1850 2.2917 0.00
N 4.5565 -0.9980 1.4229 0.00
C 5.1606 -0.5567 0.1577 0.00
C 5.2618 -1.7371 -0.7656 0.00
C 4.0205 -2.5621 -0.3005 0.00
C 3.3806 -1.8739 0.9136 0.00
C 5.6054 -1.9543 2.1805 0.00
H 2.1770 2.4394 3.5246 0.00
H 0.8772 1.9479 4.6230 0.00
H 1.1145 1.0476 3.1512 0.00
H 1.9740 -0.1179 5.0559 0.00
H 3.1557 1.0028 5.3761 0.00
H 2.5987 -1.1006 3.2479 0.00
H 4.1095 -0.6907 4.1883 0.00
H 4.9405 0.6849 2.5728 0.00
H 3.4211 0.8665 1.6813 0.00
H 6.1651 -0.2234 0.4183 0.00
H 4.5110 0.0868 -0.4357 0.00
H 6.2191 -2.2558 -0.7153 0.00
H 5.1805 -1.6531 -1.8493 0.00
H 4.3441 -3.5637 -0.0173 0.00
H 3.3683 -2.6719 -1.1669 0.00
H 3.1237 -2.6491 1.6354 0.00
H 2.4558 -1.3592 0.6528 0.00
H 5.9803 -2.7454 1.5311 0.00
H 4.9971 -2.3940 2.9709 0.00
H 6.3876 -1.3339 2.6180 0.00
C -3.2680 -2.5381 -0.5841 0.00
C -2.4768 -1.8115 -1.6774 0.00
N -3.1994 -0.6244 -2.0661 0.00
C -4.4685 -0.6176 -2.7113 0.00
C -4.8769 0.7407 -2.8550 0.00
N -3.9165 1.5283 -2.3050 0.00
C -2.8821 0.6729 -1.7760 0.00
C -4.1431 3.0046 -2.1052 0.00
H -3.7989 -1.7584 -0.0379 0.00
H -2.6846 -3.1915 0.0645 0.00
H -4.1743 -3.0514 -0.9055 0.00
H -2.4091 -2.4324 -2.5707 0.00
H -1.4566 -1.5173 -1.4308 0.00
H -4.9849 -1.5190 -3.0066 0.00
H -5.8461 1.1673 -3.0670 0.00
H -2.0093 1.0854 -1.2918 0.00
H -3.5730 3.2393 -1.2063 0.00
H -5.1893 3.3096 -2.1227 0.00
H -3.7878 3.5487 -2.9803 0.00
Cl 0.3881 0.3605 -0.2522 0.92
```

Energy relative to the best compared isomer or geometry (same formula, charge and spin): 28.9 kcal per mole
2S+1: 2
E_LUMO (alpha / beta): -9.49 / -14.88 eV
Net charge: +4